Here is a structure of composition C32H29ClF6I2N5O3PW from OMol25. Energies are from the ωB97M-V functional and the def2-TZVPD basis.

Structure (XYZ):
```
80
C32H29ClF6I2N5O3PW | OMol25 | the ωB97M-V functional and the def2-TZVPD basis
H -0.65489 2.47326 -4.15967
C 1.45685 -1.14161 3.95702
H 0.95519 -6.28769 -0.97458
H 1.00629 0.96978 -3.06036
C 1.14823 -0.61231 2.61522
C 1.89734 3.25887 0.48531
C -0.82088 -2.29935 -2.68918
F -2.84993 -0.15113 -3.10902
O 1.60019 2.05744 0.19294
C -0.88721 2.12594 -3.18112
O 3.75908 -0.42777 3.77375
H 3.90825 -1.00675 6.14691
H 4.68297 5.04478 1.41830
H -0.61952 -2.54066 -3.73347
C 0.63535 -2.24178 6.03609
H 2.32831 -2.72598 0.88100
C 0.11887 -2.98942 -1.69702
C 2.54476 5.76064 1.63468
H 2.13106 -2.18239 7.64101
P -4.05425 -0.29289 -4.28790
H -0.15249 -4.92814 -2.62231
N -0.07814 0.78769 -1.35341
F -4.65204 -1.55239 -3.44970
W 1.56261 -0.32065 -0.27693
C 3.24434 3.68871 0.58713
C -1.14268 1.08470 -0.66906
H -2.04232 0.78592 1.44900
C 0.84101 4.14524 1.10296
C 1.59118 -4.49827 0.12652
C 0.44635 -1.80705 4.67778
H 2.06549 -4.99449 0.98755
I 3.16886 7.57230 2.52691
N -0.38969 3.73819 1.04960
C 0.89304 -2.32267 -0.73416
H -2.87018 -1.88254 -2.76862
H -0.12406 -2.82893 6.57110
F -5.00205 0.66366 -3.42038
C 0.31434 -4.32711 -1.84602
F -3.54416 0.97434 -5.08219
C -1.03540 5.65929 2.41617
H -2.39403 4.11926 1.46130
H -2.14822 -1.97080 -0.51417
C 0.04676 1.23495 -2.56877
H -2.77751 3.22087 -2.74495
H -2.15540 -3.78189 -0.67286
H -2.64553 -3.32580 -4.38038
N -0.26697 -0.19149 0.99216
C -1.23791 0.55349 0.70840
C -1.36534 4.48689 1.63625
N -2.22475 -2.63615 -2.47447
H -1.74728 6.26616 2.93454
Cl 3.87529 -0.78599 -0.51976
H -3.70358 -2.88389 -1.01331
H 3.41857 -0.42128 2.83838
H -3.84863 -3.73726 -3.21632
C 1.88323 -1.92851 6.57963
C -2.80790 -3.71790 -3.39467
C 1.63505 -3.10561 0.17934
C -1.97051 2.45325 -2.43282
H 0.59238 7.01972 2.52673
H -2.39754 -4.67520 -3.25097
F -3.16998 -1.28698 -5.20665
C 0.26317 6.07757 2.25713
F -5.29250 -0.53667 -5.30663
C 0.98228 -5.14537 -0.88881
H -0.77270 -1.21448 -2.56627
O 2.09285 -0.44495 1.69034
C 3.58118 4.89585 1.22242
H -2.95194 2.23960 -0.48443
H 3.46492 1.00208 -2.09053
N -0.10952 -0.46424 2.29987
C 3.05310 0.04501 -1.87303
C 2.91132 -1.23778 5.85005
C 2.71483 -0.93317 4.48786
C -2.55669 -2.83740 -1.08551
C 1.20638 5.39393 1.66294
H -0.48794 -2.01092 4.12176
C -2.10286 1.94905 -1.16460
I 4.84146 2.54789 -0.05888
H 3.19238 -0.66064 -2.70215
```

Output
spin multiplicity: 4
gap between HOMO and LUMO (spin up / spin down): 0.2583 / 0.1922 hartree
charge: +1
highest occupied orbital energy (spin up / spin down): -0.38873 / -0.39758 Ha

---

Here is a structure of composition C32H29IIrN3O from OMol25. Energies are from the ωB97M-V functional and the def2-TZVPD basis.

Structure (XYZ):
```
67
C32H29IIrN3O | OMol25 | the ωB97M-V functional and the def2-TZVPD basis
H -0.35208 -0.15793 3.23856
C 2.06067 3.20028 -0.09570
H -2.72641 -2.30560 0.00643
C -3.17036 -1.58047 0.67089
H -5.13179 -2.39054 0.55643
C -0.50960 -3.49119 2.72449
Ir 0.32197 0.60004 0.08377
H 3.81661 -2.65845 -3.54720
H -2.62063 0.64428 -2.88211
H 1.48824 -2.09287 -4.16503
C -0.45467 -3.51343 1.31071
H -1.10674 2.31560 -3.19813
H 1.98207 5.82729 -2.24741
N -2.32277 -0.68009 1.19420
N -0.70384 -5.68237 4.06130
O -0.85390 1.79968 1.68011
C 2.36436 4.44039 -0.65382
C -4.50627 -1.62922 0.99848
H 0.33498 4.33328 -3.34960
H -6.01789 -0.76291 2.26348
H -1.51830 2.99912 -0.42829
H 0.12341 1.05735 -3.04670
H 3.08807 5.08087 -0.16510
C 1.50206 -0.55413 -1.10501
H -2.74583 1.74651 -0.10773
C 5.51107 -1.71383 -0.03045
N -1.19403 1.15396 -1.41845
H -1.55828 -0.69511 -2.43985
H -2.71846 2.36630 2.31155
C -2.09759 2.18941 -0.85632
H -2.83024 -0.16969 -1.33670
H -0.29782 -4.45818 0.80545
C 4.99443 -2.04877 -1.24569
C -0.55381 -2.35849 0.59862
C 3.45510 -0.64112 0.50080
C -2.09031 0.16390 -2.05555
C -0.40970 1.83301 -2.50482
H 5.10110 -0.73709 1.85664
C -0.49427 -1.08541 2.69797
C -2.03108 1.52412 2.42757
H 2.57555 2.92925 0.81691
C -0.60313 -4.70281 3.46406
H -0.35741 2.51174 2.10062
C 4.71451 -0.99465 0.87987
C 0.55077 2.78595 -1.87968
C 1.89969 -1.78184 -3.21291
H -0.28232 -2.23693 4.46969
C -2.81419 0.29905 1.98014
C 0.82945 4.02283 -2.43584
H -4.50505 1.06372 3.01666
H 0.09931 -0.82956 -2.67202
C 1.09555 -1.02967 -2.33006
C 1.75073 4.86058 -1.82094
C -4.14359 0.27415 2.37085
H -1.80073 1.42804 3.49201
C 3.17625 -2.09705 -2.87943
C -0.75346 -1.04979 1.24003
H 5.58929 -2.60982 -1.95550
C 2.84898 -0.93979 -0.73695
C 1.13978 2.33294 -0.69025
I 2.26298 0.36226 1.87078
C -4.99333 -0.71793 1.92070
H -2.72429 2.58502 -1.66029
H -0.43846 -2.39751 -0.47911
H 6.51642 -1.99940 0.24639
C -0.43664 -2.24589 3.39807
C 3.67588 -1.69138 -1.62159
```

Output
spin multiplicity: 2
gap between HOMO and LUMO (spin up / spin down): 0.2311 / 0.2134 hartree
charge: +1
highest occupied orbital energy (spin up / spin down): -0.36344 / -0.36562 Ha

---

Here is a structure of composition C32H29N2O3PdSSi from OMol25. Energies are from the ωB97M-V functional and the def2-TZVPD basis.

Structure (XYZ):
```
69
C32H29N2O3PdSSi | OMol25 | the ωB97M-V functional and the def2-TZVPD basis
H -5.12620 3.17057 0.81874
C -3.54600 0.25197 -2.47706
Pd -0.48580 0.97677 0.31464
H -1.09120 0.49787 -4.78416
H -3.96640 3.66707 -0.43916
C 5.04310 -0.08783 -0.55796
H -3.27390 -0.59123 -4.42146
C -1.64250 0.68347 -3.87436
H -2.82550 -1.27693 0.73744
C -4.67830 2.90567 -0.13616
H -1.99980 -3.71713 -0.34666
C 4.90300 -1.36543 -0.01526
C -1.07440 -3.92113 -2.25566
O 7.22690 -1.65453 0.28894
H 5.11500 -3.80113 0.06644
C 0.06030 -1.44603 -1.75486
C -1.14680 1.57877 -2.93816
H 1.59580 -1.21523 0.73514
H 0.50270 -0.46403 -1.57446
H -2.81070 -3.40173 5.06424
H -1.68190 6.09337 1.37764
N 1.68940 1.29487 0.05454
H 6.01920 0.21527 -0.90396
H 3.05690 2.74007 0.65364
C -1.85830 1.82867 -1.76966
H -0.55960 -4.12363 5.77174
H -0.23660 2.12777 -3.13516
C 1.05270 3.51827 0.69234
H 0.99260 -1.65723 -3.66306
S -3.87500 1.26167 0.08024
H 0.00280 -3.87893 -4.10826
C -1.34280 -3.25993 -1.07096
C -2.10240 -2.39083 3.31764
H -4.47260 -0.26243 -2.27776
H -5.45640 2.78467 -0.88236
H 0.69370 6.86737 1.05534
C -2.85860 0.05297 -3.66416
C 3.64330 -1.79093 0.40604
N -0.23410 3.13507 0.82934
C -0.68560 -3.54643 4.86974
C -1.00230 -2.05273 2.52844
H -1.56570 2.66217 -1.13216
C 0.33860 -2.11463 -2.93626
C -3.04660 1.13747 -1.54126
H -2.16760 3.67407 1.20994
C 2.01560 2.49607 0.45444
C -0.88350 5.40077 1.16484
C 2.57020 -0.92563 0.35774
H 1.13360 -2.19303 2.38614
H -1.54210 -4.87363 -2.44956
H 3.49580 -2.77453 0.83314
C 6.14990 -2.16823 0.17564
C 0.43870 5.82107 1.00284
H 1.40370 -3.49643 4.43504
C 0.41920 -3.18943 4.11744
O -2.72810 1.51267 1.00114
O 6.01510 -3.49993 0.23534
H 4.09110 1.75657 -1.04976
Si -1.32710 -1.17513 0.85654
H 2.44500 5.15437 0.65464
C -1.16170 4.05037 1.07314
C 0.26010 -2.44953 2.96094
C -0.77410 -2.02083 -0.79926
C 2.73180 0.38587 -0.09176
C -0.22130 -3.35603 -3.18966
C 3.97290 0.77437 -0.61736
C 1.41160 4.87547 0.78114
C -1.94750 -3.13703 4.47144
H -3.09160 -2.07393 3.02404
```

Output
gap between HOMO and LUMO (spin up / spin down): 0.2444 / 0.2446 hartree
charge: +1
highest occupied orbital energy (spin up / spin down): -0.40003 / -0.40020 Ha

---

Here is a structure of composition C32H30BBr2IN4O3RuTe from OMol25. Energies are from the ωB97M-V functional and the def2-TZVPD basis.

Structure (XYZ):
```
75
C32H30BBr2IN4O3RuTe | OMol25 | the ωB97M-V functional and the def2-TZVPD basis
C 4.52234 2.23774 6.50451
C 4.53067 0.43881 4.76951
O -0.84194 0.81086 1.01732
N 2.45598 -2.09385 -1.65746
C -1.86469 3.40939 -1.25342
C 5.16442 -0.30340 2.51876
C 6.38636 0.59535 6.50086
H -2.24249 4.53319 -3.06302
Te -1.88669 -1.99483 -1.22660
C -1.43184 -4.62396 -2.40993
C -1.27484 -5.99999 -2.55462
C -2.49450 4.28205 -0.29514
O 3.23749 -0.38316 0.92661
H 0.06770 -3.82572 -1.05357
C 2.90722 0.28667 3.05359
H 4.83354 2.50699 7.51515
Ru 0.29005 -0.43572 -0.14707
H 5.91437 -0.63823 1.81452
H -1.38100 -4.43639 -0.24079
C -1.14792 2.74139 -3.43638
C 0.18628 0.62957 -3.75300
C -2.54115 3.97652 1.06052
H 1.09852 1.09855 -4.12808
C 4.10794 -0.14216 7.16308
C -1.34520 1.89532 0.63106
N 0.26042 -3.07019 2.21230
H -2.17885 -1.08580 1.96630
C -1.98905 -3.88001 -3.44516
C -2.14077 -2.38150 -3.31017
H -0.41489 0.35918 -4.62204
H 3.24515 -2.50571 -2.11953
C 1.66221 -1.47942 -1.09302
Br -2.06232 2.36010 3.32712
C -1.28156 2.23910 -0.78376
H 2.43134 0.92478 5.03744
C -1.69409 -6.63146 -3.71373
N -0.37965 -2.09278 1.54482
H -0.02871 -4.22046 3.97545
C -2.41038 -4.51977 -4.60808
H -1.08394 2.89878 -4.50542
O 1.66864 0.33303 2.42147
H 1.14086 -3.42272 1.87509
H 6.50286 -0.13421 4.16205
Br -3.26718 5.86524 -0.85671
C -2.26854 -5.89069 -4.73923
H -2.85476 -3.94324 -5.41106
C 5.47865 -0.00775 3.84387
H -2.61647 -6.38437 -5.63740
C 3.85246 -0.14211 2.15565
B 1.91053 -0.06696 1.12689
H 7.00389 1.23011 5.86160
C 4.89593 0.77511 6.21729
H -1.58715 -7.70367 -3.81264
H 5.02016 2.91252 5.80475
H -3.13662 -2.04207 -3.58504
H -0.83296 -6.58072 -1.75288
H 3.44534 2.40291 6.43193
H 0.45442 -0.27209 -3.20843
H -3.01978 4.65811 1.74976
I -3.01097 -2.70947 4.81843
H 4.35687 0.09359 8.19934
H -1.41151 -1.82630 -3.89844
H 6.70377 -0.44244 6.37750
C -0.55605 1.59080 -2.87801
H 6.58704 0.87809 7.53456
C 3.20510 0.58676 4.35974
H 4.35621 -1.19086 6.98489
N -0.63612 1.35240 -1.57481
C -0.39848 -3.44449 3.32356
C -1.53592 -2.67453 3.38894
C -1.98765 2.80540 1.53147
C -1.47734 -1.84794 2.26183
H 3.02962 -0.01874 7.04146
C -1.01305 -3.93431 -1.13323
C -1.79035 3.64562 -2.63959
```

Output
spin multiplicity: 5
gap between HOMO and LUMO (spin up / spin down): 0.2556 / 0.1695 hartree
charge: +2
highest occupied orbital energy (spin up / spin down): -0.47708 / -0.47517 Ha

---

Here is a structure of composition C32H30BN7O2STi from OMol25. Energies are from the ωB97M-V functional and the def2-TZVPD basis.

Structure (XYZ):
```
74
C32H30BN7O2STi | OMol25 | the ωB97M-V functional and the def2-TZVPD basis
C 6.07646 -0.82459 -0.60758
H -5.26303 -2.23982 -4.04254
C -4.57929 0.61498 1.32302
N -0.21577 2.76917 0.60517
H 2.36117 2.44185 1.03804
C 6.21017 2.46576 0.83699
H -3.65803 0.27139 1.77784
C 4.20667 2.12153 2.09188
C -6.86596 1.33337 1.48950
C -4.48907 -1.52231 -3.80272
H 0.10265 3.30790 -0.19034
C -2.60464 -3.37072 1.33037
H -5.25505 -1.13413 -1.83877
C -2.02163 -3.88676 -2.29337
C -1.28967 -2.15540 -0.72242
H -5.67806 0.69936 3.16032
C -3.49461 -1.23983 -4.72649
C -3.36401 0.56775 -0.85097
H 3.76638 2.90973 -2.22000
C -1.88413 -2.19583 1.48214
H 2.38334 2.67707 -1.34128
H 6.18304 1.85936 2.90067
H 5.95144 3.04508 -1.21229
H -1.67950 0.95903 -2.89413
H 1.92908 -0.79823 2.73453
C 4.89673 -1.60784 1.85389
H -7.79509 1.92355 -0.35143
H -1.32035 0.84797 3.46187
N -1.24304 -1.59519 0.48346
C 4.72831 -0.69310 -0.37432
C -3.47546 0.00280 -2.23216
N -2.06009 -4.33425 -3.35048
H 6.89120 -2.15994 2.41124
O 2.80432 -0.81545 0.78949
H -0.75757 -1.64533 -1.51520
C 0.23495 0.15861 2.30283
N -0.89955 0.72545 2.54667
H -0.35693 3.37667 1.40022
C 6.26676 -1.74630 1.63059
H -5.79948 1.44969 -1.72081
N 3.30002 3.10720 -1.34725
H -1.70829 -0.11637 -5.12210
H 4.44326 -1.90448 2.79084
C -1.99049 -3.33143 -0.96800
C 4.06437 2.77508 -0.22637
C -5.70444 0.86500 2.09070
H 7.29110 2.47068 0.76816
O 3.75978 -0.19470 -1.20331
C 3.44414 2.44853 0.98121
C -5.77402 1.28017 -0.65193
H 0.92505 -0.48757 4.12752
C -2.48989 -0.33534 -4.40633
N 1.07304 -0.44400 3.13018
C -4.48461 -0.89944 -2.56260
S 1.02118 0.31468 -1.17318
H 7.90933 -1.47963 0.28714
C -2.47535 0.27603 -3.16385
C -4.60662 0.81278 -0.05506
H -3.11035 -3.81238 2.17710
C -6.89615 1.54727 0.11937
C 5.45891 2.78982 -0.28054
H -3.49349 -1.73462 -5.68865
B 2.56720 -0.23451 -0.47283
H -3.21883 -4.86454 -0.09445
H -7.74453 1.53390 2.08902
N -2.22657 0.75608 -0.34916
C -2.66454 -3.95209 0.07889
H 6.51489 -0.51523 -1.54616
H 3.70429 1.85407 3.01487
C 6.84288 -1.36168 0.42622
C 4.15489 -1.07187 0.82842
C 5.59340 2.12377 2.03304
Ti -0.59866 0.92567 0.55947
H -1.82359 -1.70386 2.44622
```

Output
gap between HOMO and LUMO: 0.2754 hartree
highest occupied orbital energy: -0.28040 Ha

---

Here is a structure of composition C32H30BrF4I2N4O3Ta from OMol25. Energies are from the ωB97M-V functional and the def2-TZVPD basis.

Structure (XYZ):
```
77
C32H30BrF4I2N4O3Ta | OMol25 | the ωB97M-V functional and the def2-TZVPD basis
C 2.68072 -1.05832 1.34206
N -0.46049 2.06083 -0.37808
H 3.64045 -4.25706 0.85345
C 2.87147 -0.43263 -3.51152
I 6.41858 -3.96829 2.17539
O -0.93181 -1.24510 1.27436
C 0.29143 3.24432 -0.23984
H 3.53263 -1.24483 -3.78228
H -3.63034 1.03454 -1.02194
C 1.30388 -2.87131 0.33655
Ta 0.09615 0.16897 0.09480
H -2.05096 2.70808 -1.60368
H -3.46553 -1.20200 -3.41433
H 1.57974 -2.70124 -2.59378
C -1.77906 -0.10212 -2.54683
H -3.13723 -3.49242 -1.00985
H 3.59840 0.94119 -4.98868
C 1.13570 1.50080 -2.75863
H -3.82421 0.49533 -3.06910
H -3.06052 -1.39211 0.30979
H -2.29057 -2.74781 2.78624
O -0.79599 0.79143 1.88611
Br -3.98809 -3.98964 4.85504
H 2.77365 6.26763 0.09122
H 0.42773 2.25103 -2.44682
C 1.66513 3.09088 -0.07912
C -1.25472 -0.36959 2.16318
H -2.33118 2.94203 0.11046
F 0.25824 6.85163 -0.19696
H -1.52530 -3.13376 -0.47067
C -3.65799 -1.23816 5.49341
H 5.67949 -1.05567 2.84297
N 0.82006 -1.96105 -0.75628
C -3.18318 0.05319 5.30805
H -4.27888 -1.46956 6.34817
H -2.90656 0.73434 0.53573
C 2.59418 -2.38724 0.93490
C 2.89897 0.77087 -4.18205
C 3.74482 -0.55549 2.06667
C 0.74576 5.61952 -0.15668
C -2.82204 -1.41341 -0.75012
I 3.76440 1.35107 2.85940
H -1.30692 0.86043 -2.72664
C 1.96005 -0.61655 -2.48077
O 1.56814 -0.29580 1.08421
C 3.67370 -3.22167 1.16788
C -2.07907 -0.66384 3.31079
C 2.56379 4.12546 0.03321
C -2.39020 0.35270 4.21580
H -0.02124 -2.39079 -1.12972
N 1.12226 0.33920 -2.05939
C 1.83177 -1.95557 -1.83467
C 4.79323 -2.72622 1.83694
C -2.67336 0.95046 -0.50586
F 2.08419 1.79402 -0.05656
H -3.75184 -1.20507 -1.27741
N -1.91983 -0.23338 -1.04404
C -0.15744 4.56844 -0.28518
F -1.44502 4.88845 -0.45694
C -1.90731 2.25451 -0.61878
H -3.43603 0.82045 6.02581
H 2.79754 -2.24996 -1.42271
C 1.98220 1.74906 -3.80856
C 4.82025 -1.41578 2.29416
H 1.45099 -3.87386 -0.07245
C -3.04577 -0.19863 -3.38410
F 3.85815 3.85592 0.15885
C -3.34090 -2.24669 4.58638
C -2.54926 -1.96885 3.48990
H -2.78490 0.06839 -4.40781
H -2.00685 1.35196 4.06295
H -2.00491 -2.85448 -2.17880
C 2.10165 5.42633 0.00094
C -2.31671 -2.78582 -1.13506
H -1.06798 -0.86355 -2.86821
H 0.52503 -2.92746 1.09439
H 1.92558 2.69930 -4.31923
```

Output
gap between HOMO and LUMO: 0.2403 hartree
charge: +2
highest occupied orbital energy: -0.48507 Ha